# C6H18CuO7P

A molecular structure, C6H18CuO7P (ωB97M-V with the def2-TZVPD basis set, the OMol25 dataset).

Values from the calculation:
HOMO-LUMO gap (alpha / beta), Ha: 0.0948 / 0.1371
Energy, eV: -74766.198

```
! wB97M-V def2-TZVPD RIJCOSX def2/J DEFGRID3
* xyz -3 2
Cu -2.6780 -2.5655 0.0961
O -2.7830 -4.5851 -0.9971
H -2.5187 -4.3311 -1.9028
O -4.5767 -2.9783 1.2353
H -4.8130 -2.2920 1.8892
O -1.4822 -3.7024 1.7061
H -0.8099 -3.0936 2.0693
C -0.0319 3.6675 -0.5945
C 0.4300 2.5056 0.3629
O -0.1963 1.3252 -0.1748
P 0.5644 -0.1510 -0.0695
O -0.2415 -1.4254 -0.1915
O 1.5993 -0.0531 1.2026
C 1.3710 -0.4856 2.4930
C 0.0699 -0.0163 3.1733
O 1.6862 -0.0996 -1.3087
C 1.1980 -0.1462 -2.6361
C 1.9337 0.7230 -3.6355
H -1.1051 3.7095 -0.7806
H 0.3310 4.6569 -0.3162
H 0.3724 3.6168 -1.6055
H 1.4768 2.2492 0.1999
H 0.1348 2.7405 1.3855
H 1.3688 -1.5755 2.4789
H 2.1831 -0.0087 3.0418
H -0.7663 -0.5925 2.7771
H 0.1221 -0.1467 4.2542
H -0.2293 1.0018 2.9244
H 1.0607 -1.1383 -3.0663
H 0.1813 0.2468 -2.6328
H 2.9241 0.9556 -3.2445
H 1.7904 0.3064 -4.6325
H 1.4335 1.6820 -3.5005
*
```

# C3H5NO2

C3H5NO2 in the gas phase (ωB97M-V with the def2-TZVPD basis set, the OMol25 dataset).

Values from the calculation:
HOMO-LUMO gap, Ha: 0.2813
Energy, eV: -8774.033
Energy relative to the best compared isomer or geometry (same formula, charge and spin), kJ/mol: 353.25

```
! wB97M-V def2-TZVPD RIJCOSX def2/J DEFGRID3
* xyz 0 1
C -0.9252 -0.4884 0.3729
C 0.8678 1.2990 0.0908
N 0.2267 -1.1266 0.5809
C 1.3175 0.0367 -0.2235
O -1.6815 -0.8396 -0.6650
O 2.0813 -0.4672 -0.9981
H -2.4818 -0.2968 -0.7142
H 0.3017 -1.9485 -0.0177
H -1.3522 0.2116 1.0827
H 0.6209 1.5263 1.1184
H 1.0248 2.0934 -0.6273
*
```